1.
# C5H10O

A structure of composition C5H10O in a non-equilibrium geometry (the ωB97M-V functional and the def2-TZVPD basis, the OMol25 dataset).

Structure (XYZ):
```
16
Properties=species:S:1:pos:R:3:nbo_charge:R:1
C -0.547 -0.494 2.141 -0.610
C 0.209 -0.800 0.854 -0.452
C -0.418 -0.306 -0.392 0.191
C -0.372 1.118 -0.815 -0.511
C 0.439 0.503 -2.076 -0.017
O 0.996 -0.625 -1.502 -0.614
H -0.651 0.585 2.297 0.206
H -1.549 -0.936 2.144 0.204
H 0.004 -0.907 2.991 0.221
H 1.203 -0.345 0.853 0.229
H 0.339 -1.876 0.705 0.224
H -1.291 -0.850 -0.776 0.202
H 0.211 1.758 -0.139 0.209
H -1.299 1.601 -1.146 0.217
H 1.117 1.218 -2.554 0.165
H -0.378 0.229 -2.759 0.137
```

Energy above the lowest of the compared OMol25 structures with the same formula, charge and spin ... 256.17 kJ/mol
E_tot ... -271.6550 a.u.
Charge ... 0
HOMO energy ... -0.3351 Eh


2.
# C2H3BrO2

The molecule C2H3BrO2 in a non-equilibrium geometry (the ωB97M-V functional and the def2-TZVPD basis, the OMol25 dataset).

Structure (XYZ):
```
8
Properties=species:S:1:pos:R:3:nbo_charge:R:1
Br 1.090 1.883 -0.363 0.024
C -0.419 0.765 0.002 -0.512
C 0.258 -0.641 0.297 0.325
O -0.408 -1.652 -0.216 -0.251
O 0.790 -1.193 -0.816 -0.242
H -0.981 1.208 0.866 0.237
H -1.073 0.545 -0.914 0.252
H 0.743 -0.914 1.144 0.168
```

SMILES string ... BrCC1OO1
Energy above the lowest of the compared OMol25 structures with the same formula, charge and spin ... 425.56 kJ/mol
E_tot ... -2802.3514 a.u.
Charge ... 0
HOMO energy ... -0.3837 Eh


3.
# C5H10O

A cluster of 2 separate species, C5H10O in total (the ωB97M-V functional and the def2-TZVPD basis, the OMol25 dataset).

Structure (XYZ):
```
16
Properties=species:S:1:pos:R:3:nbo_charge:R:1
O -2.140 0.281 0.640 -0.716
C -1.309 0.243 -0.507 0.106
C -0.520 -1.076 -0.563 -0.466
C 0.739 -0.734 0.173 -0.189
C 0.961 0.580 0.150 -0.183
C -0.246 1.342 -0.319 -0.462
H -2.742 -0.471 0.581 0.465
H -1.893 0.399 -1.421 0.162
H -1.071 -1.924 -0.144 0.206
H -0.260 -1.347 -1.598 0.213
H 1.332 -1.499 0.651 0.212
H 1.889 1.090 0.371 0.212
H -0.599 2.056 0.441 0.234
H -0.053 1.905 -1.238 0.211
H 3.060 -0.713 1.188 -0.006
H 2.851 -0.132 1.596 0.003
```

SMILES string ... OC1CC=CC1.[H][H]
Energy above the lowest of the compared OMol25 structures with the same formula, charge and spin ... 191.52 kJ/mol
E_tot ... -271.6797 a.u.
Charge ... 0
HOMO energy ... -0.3356 Eh


What is the E_tot in the second record? -2802.3514 a.u.


Which of these has the lowest HOMO energy? C2H3BrO2


Which value of HOMO energy does entry 3 give? -0.3356 Eh